# 1
The following is a DFT calculation (ωB97M-V/def2-TZVPD) of a molecular structure, C40H34CsI2N6O3S2.

The energy above the lowest of the compared OMol25 structures with the same formula, charge and spin is 20.25 kcal/mol. For the LUMO energy, the calculation gives 2.0 eV. For the HOMO energy, the calculation gives -4.33 eV. As for the net charge: -1. For the gap between HOMO and LUMO, the calculation gives 6.324 eV.

CARTESIAN COORDINATES (ANGSTROEM)
Cs (-0.55, 0.17, 0.32)
C (3.37, 0.17, 0.39)
C (2.85, 0.19, 1.85)
C (2.44, -1.16, 2.37)
C (3.39, -2.14, 2.65)
C (2.98, -3.38, 3.09)
C (1.63, -3.61, 3.24)
C (0.75, -2.58, 2.97)
N (1.14, -1.37, 2.57)
N (2.54, 0.90, -0.56)
C (2.52, 2.32, -0.30)
C (1.46, 3.09, -1.05)
C (1.43, 4.48, -0.97)
C (0.43, 5.17, -1.62)
C (-0.50, 4.47, -2.35)
C (-0.39, 3.09, -2.39)
N (0.56, 2.41, -1.76)
C (2.96, 0.61, -1.92)
C (2.51, -0.73, -2.41)
C (3.43, -1.69, -2.83)
C (2.98, -2.90, -3.33)
C (1.61, -3.12, -3.37)
C (0.77, -2.11, -2.93)
N (1.20, -0.94, -2.48)
H (3.40, -0.87, 0.04)
H (4.41, 0.56, 0.37)
H (1.99, 0.86, 1.95)
H (3.64, 0.59, 2.50)
H (4.44, -1.93, 2.50)
H (3.70, -4.17, 3.29)
H (1.25, -4.58, 3.55)
H (-0.32, -2.72, 3.05)
H (3.51, 2.79, -0.52)
H (2.32, 2.49, 0.76)
H (2.18, 4.99, -0.37)
H (0.38, 6.25, -1.54)
H (-1.31, 4.96, -2.87)
H (-1.09, 2.49, -2.96)
H (4.06, 0.69, -2.01)
H (2.52, 1.36, -2.58)
H (4.49, -1.48, -2.76)
H (3.67, -3.66, -3.65)
H (1.20, -4.05, -3.73)
H (-0.31, -2.25, -2.92)
I (-3.42, -3.64, 0.02)
C (-1.50, -4.47, -0.05)
C (-1.34, -5.85, -0.10)
C (-0.09, -6.41, -0.17)
I (0.05, -8.51, -0.25)
C (1.06, -5.60, -0.19)
C (2.38, -6.08, -0.28)
C (3.43, -5.21, -0.30)
C (3.16, -3.83, -0.23)
N (1.95, -3.34, -0.15)
C (0.90, -4.19, -0.13)
C (-0.42, -3.56, -0.06)
O (-0.55, -2.32, 0.01)
H (-2.22, -6.48, -0.09)
H (2.55, -7.15, -0.33)
H (4.45, -5.56, -0.36)
H (3.98, -3.12, -0.24)
O (-2.84, 0.94, -0.07)
S (-3.35, 2.22, -0.62)
C (-4.79, 1.73, -1.59)
C (-5.43, 2.66, -2.40)
C (-6.51, 2.27, -3.17)
C (-6.94, 0.95, -3.13)
C (-6.29, 0.02, -2.33)
C (-5.20, 0.41, -1.56)
C (-4.28, 3.02, 0.71)
C (-4.61, 4.36, 0.60)
C (-5.31, 4.96, 1.63)
C (-5.66, 4.23, 2.76)
C (-5.29, 2.89, 2.86)
C (-4.60, 2.28, 1.83)
H (-5.07, 3.69, -2.44)
H (-7.02, 2.99, -3.80)
H (-7.79, 0.64, -3.73)
H (-6.61, -1.01, -2.32)
H (-4.66, -0.29, -0.95)
H (-4.29, 4.93, -0.26)
H (-5.57, 6.01, 1.57)
H (-6.19, 4.70, 3.57)
H (-5.55, 2.33, 3.75)
H (-4.28, 1.25, 1.89)
O (-1.34, 3.29, 0.63)
S (-0.47, 3.58, 1.82)
N (0.53, 2.60, 2.26)

---

# 2
The following is a DFT calculation (ωB97M-V/def2-TZVPD) of C3H6N2S in the gas phase.

The energy above the lowest of the compared OMol25 structures with the same formula, charge and spin is 41.29 kcal/mol. For the LUMO energy, the calculation gives 0.6 eV. For the HOMO energy, the calculation gives -8.95 eV. As for the structure (SMILES): [H]/N=C\N(S)C=C. For the gap between HOMO and LUMO, the calculation gives 9.560 eV.

CARTESIAN COORDINATES (ANGSTROEM)
H (-2.20, -0.82, 0.09)
N (-2.36, -0.13, -0.68)
C (-1.31, 0.50, -1.01)
N (-0.01, 0.34, -0.49)
S (1.14, 1.55, -0.87)
C (0.34, -0.75, 0.32)
C (1.42, -0.86, 1.10)
H (-1.38, 1.30, -1.77)
H (0.97, 2.34, 0.21)
H (-0.38, -1.59, 0.25)
H (1.58, -1.78, 1.65)
H (2.18, -0.08, 1.19)

---

# 3
The following is a DFT calculation (ωB97M-V/def2-TZVPD) of 2 unconnected molecules or ions with the total composition C10H12F2O2S.

The energy above the lowest of the compared OMol25 structures with the same formula, charge and spin is 65.15 kcal/mol. For the LUMO energy (spin up / spin down), the calculation gives 0.1 / 0.1 eV. For the HOMO energy (spin up / spin down), the calculation gives -7.18 / -7.17 eV. For the gap between HOMO and LUMO (spin up / spin down), the calculation gives 7.234 / 7.230 eV.

CARTESIAN COORDINATES (ANGSTROEM)
C (-1.43, 3.05, -3.41)
C (-2.39, 3.03, -2.32)
C (-0.20, 2.55, -3.24)
C (-2.04, 2.30, -1.18)
C (0.17, 2.04, -2.06)
C (-0.73, 1.84, -1.11)
C (1.45, -2.68, 0.58)
C (1.28, -1.17, 2.64)
C (0.64, -2.16, 1.74)
C (-0.93, -0.46, 0.48)
O (1.09, 1.15, 0.70)
O (-0.42, -2.84, 2.08)
F (-1.98, -0.67, 1.28)
F (-1.28, -0.82, -0.80)
S (-0.39, 1.24, 0.59)
H (-1.76, 3.64, -4.34)
H (-3.34, 3.51, -2.40)
H (0.46, 2.46, -4.16)
H (-2.65, 2.14, -0.32)
H (1.27, 1.79, -1.97)
H (1.12, -1.97, -0.28)
H (1.27, -3.72, 0.22)
H (2.53, -2.51, 0.70)
H (2.18, -1.75, 2.58)
H (0.91, -0.90, 3.52)
H (1.47, -0.23, 2.05)
H (-0.82, -2.21, 2.67)

---

# 4
The following is a DFT calculation (ωB97M-V/def2-TZVPD) of a molecular structure, C17H20F6N2ORu.

Its multiplicity is 5. For the LUMO energy (spin up / spin down), the calculation gives -8.6 / -10.3 eV. For the HOMO energy (spin up / spin down), the calculation gives -15.10 / -16.09 eV. As for the net charge: +2. For the gap between HOMO and LUMO (spin up / spin down), the calculation gives 6.460 / 5.831 eV.

CARTESIAN COORDINATES (ANGSTROEM)
C (-1.91, 1.11, 3.99)
C (-1.76, -0.31, 4.04)
H (-0.97, 1.56, 3.83)
H (-2.64, 1.50, 4.68)
H (-2.47, 1.31, 3.03)
H (-1.62, -0.55, 2.96)
H (-0.75, -0.67, 4.41)
H (-2.55, -1.07, 4.23)
C (-0.43, 2.57, -1.26)
C (-0.02, 3.47, -2.22)
C (0.28, 2.93, -3.48)
C (0.25, 1.56, -3.74)
H (-0.65, 2.70, -0.21)
H (0.08, 4.55, -2.00)
H (0.55, 3.59, -4.29)
H (0.42, 1.08, -4.71)
N (-0.55, 1.28, -1.64)
C (-0.07, 0.65, -2.74)
C (-0.15, -0.84, -2.70)
N (-0.55, -1.34, -1.50)
C (-0.66, -2.68, -1.24)
C (-0.27, -3.13, -3.57)
C (-0.57, -3.61, -2.29)
H (-0.76, -2.83, -0.17)
H (-0.71, -4.70, -2.19)
C (-0.04, -1.78, -3.74)
H (0.20, -1.30, -4.69)
H (-0.18, -3.78, -4.45)
Ru (-1.36, 0.03, -0.38)
C (-3.26, -0.20, -0.64)
H (-3.44, -1.23, -0.86)
H (-3.44, 0.45, -1.48)
H (-3.74, 0.15, 0.26)
C (1.77, -0.19, 3.13)
C (1.95, -0.08, 1.54)
O (0.87, -0.14, 0.69)
C (2.64, 1.32, 1.22)
F (3.77, 1.57, 1.94)
F (2.96, 1.53, -0.09)
F (1.73, 2.30, 1.55)
C (2.97, -1.26, 1.12)
F (4.08, -1.30, 1.91)
F (2.32, -2.45, 1.28)
F (3.42, -1.23, -0.17)
H (1.02, 0.50, 3.53)
H (2.72, 0.09, 3.58)
H (1.53, -1.17, 3.53)

---

# 5
The following is a DFT calculation (ωB97M-V/def2-TZVPD) of C19H28N8O2 in the gas phase.

The energy above the lowest of the compared OMol25 structures with the same formula, charge and spin is 12.93 kcal/mol. For the LUMO energy, the calculation gives 0.5 eV. For the HOMO energy, the calculation gives -9.06 eV. As for the structure (SMILES): Cc1cncc(C(=O)N[C@@H](C)CCNC(=O)[C@@H]2CCCN2Cc2nnn(C)n2)c1. For the gap between HOMO and LUMO, the calculation gives 9.603 eV.

CARTESIAN COORDINATES (ANGSTROEM)
C (1.70, -2.08, -3.96)
C (1.35, -0.62, -4.03)
C (1.84, 0.20, -5.04)
N (1.58, 1.50, -5.14)
C (0.80, 2.05, -4.22)
C (0.24, 1.32, -3.17)
C (-0.55, 2.05, -2.13)
O (-0.28, 3.19, -1.80)
N (-1.54, 1.32, -1.53)
C (-2.31, 1.84, -0.39)
C (-3.49, 2.67, -0.87)
C (-2.75, 0.67, 0.50)
C (-1.66, 0.09, 1.41)
N (-0.52, -0.36, 0.62)
C (0.24, -1.48, 0.74)
O (0.76, -1.99, -0.24)
C (0.43, -2.11, 2.11)
C (-0.63, -3.21, 2.39)
C (-1.12, -2.92, 3.82)
C (-0.03, -2.03, 4.39)
N (0.34, -1.21, 3.25)
C (1.53, -0.41, 3.48)
C (1.68, 0.65, 2.44)
N (0.95, 1.79, 2.43)
N (1.25, 2.40, 1.32)
N (2.13, 1.64, 0.70)
C (2.70, 1.99, -0.58)
N (2.45, 0.55, 1.37)
C (0.52, -0.04, -3.09)
H (0.93, -2.69, -4.46)
H (2.65, -2.29, -4.45)
H (1.76, -2.41, -2.93)
H (2.50, -0.21, -5.80)
H (0.61, 3.11, -4.29)
H (-1.88, 0.50, -2.01)
H (-1.62, 2.48, 0.16)
H (-4.01, 3.11, -0.02)
H (-3.14, 3.47, -1.52)
H (-4.20, 2.05, -1.42)
H (-3.55, 1.03, 1.15)
H (-3.18, -0.12, -0.12)
H (-1.35, 0.84, 2.13)
H (-2.08, -0.75, 1.97)
H (-0.52, -0.02, -0.33)
H (1.43, -2.58, 2.05)
H (-1.45, -3.18, 1.66)
H (-0.18, -4.19, 2.31)
H (-2.06, -2.37, 3.80)
H (-1.27, -3.83, 4.40)
H (-0.36, -1.41, 5.22)
H (0.82, -2.64, 4.74)
H (1.43, 0.08, 4.45)
H (2.45, -1.02, 3.50)
H (2.64, 1.13, -1.24)
H (2.11, 2.81, -0.98)
H (3.74, 2.28, -0.45)
H (0.16, -0.65, -2.26)

---

# 6
The following is a DFT calculation (ωB97M-V/def2-TZVPD) of a molecular structure, C50H124N2O18Y.

For the LUMO energy, the calculation gives -5.8 eV. For the HOMO energy, the calculation gives -7.80 eV. As for the net charge: +1. For the gap between HOMO and LUMO, the calculation gives 1.974 eV.

CARTESIAN COORDINATES (ANGSTROEM)
Y (-0.19, 2.08, -6.55)
C (1.33, -1.75, -0.36)
C (-0.14, -1.29, -0.72)
C (-1.04, -1.56, 0.45)
C (-1.14, -0.43, 1.54)
C (-1.24, 0.91, 0.85)
C (-0.17, 1.21, -0.24)
N (-0.24, 0.13, -1.21)
O (0.22, 0.45, -2.57)
C (1.31, 1.37, 0.34)
C (-0.66, 2.66, -0.69)
C (-0.50, -2.28, -1.92)
H (1.57, -2.81, -0.38)
H (1.67, -1.31, 0.58)
H (2.05, -1.27, -1.02)
H (-0.66, -2.38, 1.06)
H (-2.04, -1.75, 0.07)
H (-0.46, -0.45, 2.39)
H (-2.11, -0.54, 2.04)
H (-1.21, 1.61, 1.69)
H (-2.25, 0.97, 0.45)
H (1.37, 1.01, 1.37)
H (1.48, 2.43, 0.51)
H (2.15, 1.04, -0.27)
H (-1.69, 2.72, -1.04)
H (-0.06, 3.00, -1.53)
H (-0.68, 3.47, 0.04)
H (-0.43, -3.33, -1.61)
H (0.24, -2.41, -2.70)
H (-1.47, -2.11, -2.38)
C (5.28, 3.84, -4.22)
C (5.42, 5.12, -5.02)
C (6.96, 5.17, -5.31)
C (7.32, 6.18, -6.41)
C (6.41, 5.86, -7.67)
C (4.87, 5.96, -7.39)
N (4.58, 5.06, -6.24)
O (3.13, 4.87, -5.97)
C (4.20, 5.38, -8.73)
C (4.47, 7.46, -7.17)
C (5.06, 6.27, -4.02)
H (5.67, 3.03, -4.85)
H (4.26, 3.53, -3.99)
H (5.81, 3.70, -3.27)
H (7.29, 4.17, -5.57)
H (7.63, 5.27, -4.46)
H (8.34, 6.01, -6.77)
H (7.16, 7.16, -5.96)
H (6.70, 5.00, -8.26)
H (6.81, 6.71, -8.23)
H (4.36, 4.31, -8.89)
H (4.49, 5.97, -9.59)
H (3.12, 5.45, -8.90)
H (3.38, 7.54, -7.08)
H (4.80, 8.11, -7.98)
H (4.93, 7.89, -6.28)
H (5.80, 6.23, -3.22)
H (4.01, 6.21, -3.72)
H (4.98, 7.28, -4.42)
C (5.72, -0.52, 6.74)
C (4.46, 0.26, 6.23)
C (3.10, -0.31, 5.82)
O (4.19, 1.17, 7.30)
H (5.39, -0.97, 7.67)
H (6.60, 0.09, 6.91)
H (6.15, -1.26, 6.06)
H (4.90, 0.76, 5.37)
H (3.11, -0.72, 4.81)
H (2.30, 0.44, 5.81)
H (2.87, -1.18, 6.44)
H (3.49, 1.81, 7.19)
C (-1.91, -11.05, 0.53)
C (-0.48, -10.59, 0.29)
C (-0.25, -9.02, 0.34)
O (0.31, -11.17, 1.34)
H (-2.50, -10.65, 1.36)
H (-1.93, -12.14, 0.63)
H (-2.51, -10.87, -0.37)
H (-0.13, -10.97, -0.67)
H (-0.83, -8.41, 1.03)
H (-0.59, -8.66, -0.64)
H (0.77, -8.66, 0.46)
H (0.62, -12.05, 1.12)
C (-8.45, 0.57, 8.21)
C (-7.29, 1.14, 7.35)
C (-6.87, 0.12, 6.27)
O (-7.57, 2.45, 6.95)
H (-9.31, 0.16, 7.69)
H (-8.91, 1.34, 8.83)
H (-8.04, -0.18, 8.88)
H (-6.35, 1.18, 7.90)
H (-6.07, 0.49, 5.64)
H (-7.74, 0.04, 5.61)
H (-6.63, -0.85, 6.71)
H (-7.17, 2.99, 7.64)
C (6.19, -6.09, -5.59)
C (5.12, -7.00, -4.97)
C (4.34, -6.59, -3.77)
O (4.13, -7.33, -5.99)
H (5.73, -5.14, -5.84)
H (6.52, -6.56, -6.53)
H (7.07, -5.86, -4.99)
H (5.77, -7.86, -4.78)
H (3.64, -5.82, -4.10)
H (4.92, -6.09, -3.00)
H (3.69, -7.26, -3.20)
H (3.75, -8.16, -5.68)
C (-3.93, -5.42, 5.85)
C (-2.41, -5.77, 5.99)
C (-1.48, -4.58, 6.02)
O (-2.39, -6.61, 7.11)
H (-4.53, -6.29, 6.11)
H (-4.29, -5.10, 4.88)
H (-4.19, -4.73, 6.65)
H (-2.14, -6.33, 5.09)
H (-0.45, -4.89, 6.18)
H (-1.69, -3.93, 6.87)
H (-1.37, -3.99, 5.11)
H (-1.59, -7.13, 7.21)
C (-7.62, 4.56, -0.06)
C (-7.11, 4.35, 1.41)
C (-6.74, 5.63, 2.21)
O (-8.12, 3.66, 2.14)
H (-7.89, 3.62, -0.54)
H (-6.73, 4.84, -0.62)
H (-8.45, 5.26, -0.13)
H (-6.26, 3.67, 1.38)
H (-5.76, 6.07, 2.04)
H (-6.85, 5.56, 3.29)
H (-7.48, 6.38, 1.96)
H (-7.79, 3.62, 3.04)
C (-8.36, -5.82, -0.62)
C (-8.06, -4.87, 0.53)
C (-6.58, -4.29, 0.34)
O (-8.84, -3.70, 0.62)
H (-7.67, -6.67, -0.65)
H (-8.30, -5.35, -1.61)
H (-9.40, -6.09, -0.47)
H (-7.97, -5.36, 1.50)
H (-5.79, -5.03, 0.26)
H (-6.37, -3.67, 1.21)
H (-6.56, -3.47, -0.39)
H (-8.31, -2.92, 0.43)
C (4.26, -6.08, 4.81)
C (4.15, -7.44, 4.00)
C (4.91, -7.42, 2.72)
O (4.56, -8.46, 4.94)
H (5.32, -5.83, 4.90)
H (3.75, -6.32, 5.74)
H (3.71, -5.24, 4.39)
H (3.10, -7.70, 3.90)
H (5.94, -7.12, 2.89)
H (4.44, -6.61, 2.16)
H (4.98, -8.40, 2.24)
H (4.37, -8.28, 5.87)
C (0.80, 9.16, 0.40)
C (1.50, 10.57, 0.75)
O (1.59, 10.81, 2.10)
O (-0.60, 9.12, 0.53)
H (1.26, 8.44, 1.08)
H (0.98, 8.89, -0.64)
H (0.96, 11.43, 0.35)
H (2.55, 10.51, 0.44)
H (0.72, 10.90, 2.48)
H (-0.79, 8.22, 0.24)
C (1.55, -2.07, -7.56)
C (2.73, -1.10, -7.51)
O (2.48, 0.29, -7.69)
O (0.32, -1.30, -7.26)
H (1.62, -2.79, -6.74)
H (1.59, -2.69, -8.45)
H (3.61, -1.41, -8.07)
H (2.98, -1.07, -6.45)
H (3.34, 0.72, -7.65)
H (-0.41, -1.92, -7.30)
C (-0.40, 6.78, 5.80)
C (0.19, 5.34, 5.86)
O (1.50, 5.28, 6.40)
O (-0.92, 7.17, 7.06)
H (-1.21, 6.77, 5.07)
H (0.29, 7.54, 5.44)
H (0.38, 4.89, 4.89)
H (-0.43, 4.64, 6.42)
H (2.06, 5.62, 5.71)
H (-1.86, 7.38, 6.98)
C (-4.24, 2.78, -4.89)
C (-3.87, 4.27, -5.16)
O (-2.43, 4.37, -5.25)
O (-3.44, 1.82, -5.60)
H (-5.30, 2.58, -4.99)
H (-4.05, 2.68, -3.82)
H (-4.15, 5.10, -4.52)
H (-4.41, 4.53, -6.07)
H (-2.21, 5.31, -5.31)
H (-3.89, 0.97, -5.60)

---

One value per record, in order, for calculated total energy: -3510.8904; -625.5562; -1136.4461; -1537.7965; -1329.3619; -3480.5924 Ha.